*A*
The following is a DFT calculation (wB97M-V/def2-TZVPD) of the molecule C12H12.

The net charge is 0. Its spin multiplicity is 1. The SMILES is Cc1ccc2ccc(C)cc2c1. The calculation puts the LUMO energy at 0.7 eV.

Cartesian coordinates (Å):
C (-3.84248, -1.08571, -0.07434)
C (-2.44437, -0.47994, -0.03670)
C (-2.46693, 0.93846, 0.06038)
C (-1.27434, 1.66564, 0.03404)
C (-0.02059, 1.02162, -0.10868)
C (1.33847, 1.75546, -0.06342)
C (2.46675, 0.95619, -0.01158)
C (2.37279, -0.46462, 0.04419)
C (3.76985, -1.14012, 0.03990)
C (1.26349, -1.13271, -0.01035)
C (0.00025, -0.36715, 0.06834)
C (-1.15914, -1.12210, 0.09191)
H (-4.58986, -0.35851, -0.76235)
H (-4.29487, -1.15372, 1.08463)
H (-3.86250, -2.20047, -0.64229)
H (-3.36464, 1.59235, 0.19515)
H (-1.31954, 2.81718, 0.35982)
H (1.45359, 2.83328, -0.27767)
H (3.39524, 1.52023, -0.11571)
H (4.47768, -1.03457, -0.93710)
H (4.19656, -0.66382, 0.93172)
H (3.63790, -2.13846, 0.06585)
H (1.27220, -2.21206, -0.30427)
H (-1.02425, -2.27151, 0.20021)



*B*
The following is a DFT calculation (wB97M-V/def2-TZVPD) of a cluster of 2 separate species, C12H12 in total.

The net charge is 0. Its spin multiplicity is 1. The SMILES is c1ccccc1.c1ccccc1. The calculation puts the LUMO energy at 1.0 eV.

Cartesian coordinates (Å):
C (1.15519, 1.31476, -0.82562)
C (0.78648, 0.15738, -1.53373)
C (1.14538, -1.11581, -1.07046)
C (2.00539, -1.22656, 0.03972)
C (2.40716, -0.09625, 0.74116)
C (1.90284, 1.15823, 0.34502)
H (0.85476, 2.32252, -1.18554)
H (0.18109, 0.29492, -2.41892)
H (0.79502, -1.97131, -1.59769)
H (2.31629, -2.15903, 0.36636)
H (2.97699, -0.16543, 1.66762)
H (2.17560, 2.01582, 0.94210)
C (-1.94820, 1.22513, -0.14030)
C (-2.26152, 0.05159, -0.83044)
C (-1.98912, -1.16963, -0.25706)
C (-1.22651, -1.31089, 0.95738)
C (-0.74679, -0.11692, 1.55249)
C (-1.12355, 1.14496, 0.95781)
H (-2.35370, 2.16759, -0.51180)
H (-2.70856, 0.00585, -1.83024)
H (-2.23076, -2.16728, -0.74302)
H (-0.93211, -2.29715, 1.32523)
H (-0.27388, -0.18303, 2.56479)
H (-0.90749, 2.12055, 1.48511)



Most stable structure, least stable structure: *B*, *A*.